The following is a quantum chemistry calculation of C5H7Br in the gas phase, from the Open Molecules 2025 dataset.

Positions of all 13 atoms, in Å:
C1 -1.57 0.91 1.02
C2 0.89 0.59 -1.56
C3 0.49 0.00 -0.39
C4 -0.97 0.17 0.12
C5 1.10 -1.09 0.48
Br1 -2.27 -0.80 -1.07
H1 -2.64 1.04 1.18
H2 -0.83 1.37 1.79
H3 1.96 0.46 -1.93
H4 0.22 1.31 -1.80
H5 0.54 -1.03 1.39
H6 2.20 -0.91 0.76
H7 0.90 -2.03 0.00

Results
Multiplicity: 1
Energy relative to the best compared isomer or geometry (same formula, charge and spin): 1.204 eV
Gap between HOMO and LUMO: 10.022 eV
Molar mass: 147.0 g mol⁻¹
HOMO level: -9.3681 eV

---

The following is a quantum chemistry calculation of a gas-phase ion, C7H13N (charge -1), from the Open Molecules 2025 dataset.

Positions of all 21 atoms, in Å:
C1 0.28 -2.67 -1.17
C2 -0.06 -1.81 0.00
C3 0.60 -0.49 -0.20
N1 -2.22 1.86 1.06
C4 -1.48 0.71 0.58
C5 -0.15 0.70 0.45
C6 0.74 1.83 0.85
C7 1.83 2.01 0.16
H1 1.27 -2.61 -1.51
H2 0.25 -3.74 -1.00
H3 -0.36 -2.38 -2.05
H4 0.00 -2.37 1.03
H5 -1.09 -1.64 -0.22
H6 0.37 -0.18 -1.26
H7 1.65 -0.37 -0.31
H8 -2.91 2.16 0.46
H9 -1.60 2.62 1.35
H10 -2.31 0.04 0.29
H11 0.33 2.34 1.70
H12 2.22 1.39 -0.65
H13 2.65 2.60 0.42

Results
Multiplicity: 2
Expectation value of S²: 0.760
Energy relative to the best compared isomer or geometry (same formula, charge and spin): 2.021 eV
Gap between HOMO and LUMO (alpha / beta): 3.024 / 6.665 eV
Net charge: -1
Molar mass: 111.2 g mol⁻¹
HOMO level (alpha / beta): 1.0075 / -2.8303 eV

---

The following is a quantum chemistry calculation of C6H16N2 in the gas phase, from the Open Molecules 2025 dataset.

Positions of all 24 atoms, in Å:
C1 -0.41 -0.56 1.91
C2 -0.09 -0.02 0.59
C3 -1.18 -0.63 -0.42
C4 -0.38 -1.12 -1.69
C5 -0.92 -2.40 -2.25
N1 -0.07 1.42 0.80
C6 1.23 1.90 1.35
N2 2.19 2.58 0.34
H1 0.02 -1.59 2.18
H2 -0.03 0.19 2.65
H3 -1.53 -0.20 2.06
H4 1.02 -0.21 0.44
H5 -1.79 -1.40 0.05
H6 -1.70 0.31 -0.61
H7 0.76 -1.27 -1.55
H8 -0.50 -0.34 -2.44
H9 -1.79 -2.30 -2.97
H10 -0.09 -2.83 -2.65
H11 -1.24 -2.99 -1.37
H12 -0.37 1.90 -0.06
H13 1.75 1.12 1.90
H14 0.93 2.74 2.08
H15 2.34 2.17 -0.55
H16 1.85 3.51 0.19

Results
Multiplicity: 1
Energy relative to the best compared isomer or geometry (same formula, charge and spin): 2.766 eV
Gap between HOMO and LUMO: 9.524 eV
Molar mass: 116.2 g mol⁻¹
HOMO level: -8.4319 eV

---

The following is a quantum chemistry calculation of a molecular structure, C18H11CsN5O7, from the Open Molecules 2025 dataset.

Positions of all 42 atoms, in Å:
Cs1 0.07 -0.83 -1.28
O1 -2.64 -0.05 -1.88
C1 -2.04 0.95 -2.36
O2 -1.20 0.93 -3.28
C2 -2.26 2.26 -1.62
C3 -3.29 3.10 -1.89
C4 -3.45 4.29 -1.14
C5 -2.60 4.61 -0.12
C6 -1.56 3.74 0.19
C7 -1.30 2.54 -0.56
O3 -0.32 1.78 -0.35
N1 -0.72 4.13 1.30
O4 -0.13 3.27 1.93
O5 -0.65 5.32 1.58
N2 -4.55 5.18 -1.44
O6 -5.30 4.88 -2.36
O7 -4.69 6.19 -0.77
H1 -3.99 2.87 -2.67
H2 -2.73 5.52 0.45
C8 3.45 1.20 2.07
C9 2.10 0.87 2.09
C10 1.72 -0.42 1.78
C11 2.68 -1.36 1.41
C12 4.03 -1.02 1.39
C13 4.42 0.26 1.74
N3 2.37 -2.66 0.92
N4 1.17 -2.96 0.95
C14 0.86 -4.19 0.29
C15 1.77 -5.23 0.09
C16 1.33 -6.34 -0.59
C17 0.03 -6.38 -1.06
C18 -0.79 -5.29 -0.81
N5 -0.39 -4.22 -0.13
H3 3.75 2.22 2.30
H4 1.35 1.62 2.30
H5 0.67 -0.70 1.79
H6 4.75 -1.77 1.08
H7 5.46 0.53 1.72
H8 2.78 -5.14 0.47
H9 2.00 -7.17 -0.76
H10 -0.35 -7.24 -1.61
H11 -1.82 -5.28 -1.16

Results
Multiplicity: 1
Energy relative to the best compared isomer or geometry (same formula, charge and spin): 0.000 eV
Gap between HOMO and LUMO: 5.419 eV
Net charge: -1
Molar mass: 542.2 g mol⁻¹
HOMO level: -4.5256 eV

---

The following is a quantum chemistry calculation of a molecular structure, C33H35LuN9SSi, from the Open Molecules 2025 dataset.

Positions of all 80 atoms, in Å:
Lu1 -0.46 0.03 -0.11
C1 1.74 -1.26 -3.88
C2 3.04 -1.65 -3.52
C3 3.42 -1.55 -2.21
C4 2.50 -1.07 -1.24
N1 1.23 -0.74 -1.59
C5 0.89 -0.84 -2.88
N2 3.00 -0.99 0.01
C6 2.49 -0.43 1.07
N3 1.31 0.24 1.23
C7 1.24 0.67 2.53
N4 0.27 1.24 3.16
C8 -0.99 1.54 2.78
C9 -1.80 2.00 3.84
C10 -3.12 2.30 3.63
C11 -3.63 2.18 2.34
C12 -2.79 1.75 1.33
N5 -1.50 1.41 1.52
C13 2.47 0.31 3.24
C14 2.91 0.52 4.54
C15 4.16 0.01 4.88
C16 4.93 -0.69 3.97
C17 4.48 -0.92 2.67
C18 3.24 -0.41 2.32
H1 1.40 -1.32 -4.90
H2 3.72 -2.04 -4.26
H3 4.40 -1.84 -1.86
H4 -0.14 -0.56 -3.12
H5 -1.33 2.10 4.80
H6 -3.75 2.64 4.44
H7 -4.66 2.42 2.12
H8 -3.14 1.70 0.30
H9 2.31 1.06 5.24
H10 4.54 0.17 5.88
H11 5.89 -1.06 4.27
H12 5.06 -1.47 1.96
C19 -0.38 -2.23 3.32
C20 -0.94 -2.76 2.03
C21 -1.28 -4.10 1.95
C22 -1.77 -4.59 0.74
C23 -1.96 -3.73 -0.31
C24 -1.65 -2.36 -0.16
N6 -1.09 -1.91 1.00
N7 -1.87 -1.41 -1.10
Si1 -3.06 -1.60 -2.33
C25 -2.75 -2.85 -3.74
C26 -3.12 0.15 -3.11
C27 -4.74 -2.09 -1.56
H13 -1.17 -2.16 4.06
H14 0.04 -1.24 3.17
H15 0.40 -2.89 3.70
H16 -1.15 -4.74 2.81
H17 -2.00 -5.64 0.63
H18 -2.33 -4.07 -1.26
H19 -1.73 -2.84 -4.13
H20 -3.42 -2.63 -4.57
H21 -2.96 -3.87 -3.44
H22 -2.42 0.24 -3.94
H23 -2.88 0.93 -2.38
H24 -4.10 0.36 -3.50
H25 -4.75 -3.14 -1.32
H26 -5.56 -1.91 -2.25
H27 -4.96 -1.55 -0.64
C28 -0.68 4.85 -6.00
C29 -1.29 4.29 -4.77
C30 -2.62 4.39 -4.43
C31 -3.04 3.86 -3.19
N8 -2.21 3.22 -2.39
C32 -0.93 3.09 -2.72
S1 0.20 2.32 -1.75
N9 -0.48 3.64 -3.90
C33 -4.46 4.00 -2.76
H28 -1.38 5.47 -6.54
H29 -0.34 4.05 -6.66
H30 0.19 5.45 -5.74
H31 -3.32 4.88 -5.08
H32 0.51 3.55 -4.10
H33 -4.96 4.76 -3.36
H34 -4.51 4.27 -1.71
H35 -4.97 3.05 -2.89

Results
Multiplicity: 1
Gap between HOMO and LUMO: 6.966 eV
Net charge: +1
Molar mass: 792.8 g mol⁻¹
HOMO level: -10.0842 eV

---

The following is a quantum chemistry calculation of C4H9NO in the gas phase, from the Open Molecules 2025 dataset.

Positions of all 15 atoms, in Å:
C1 -1.70 -0.32 -0.61
O1 -0.33 -0.17 -0.93
C2 0.45 0.46 0.01
N1 1.34 -0.16 0.65
C3 1.43 -1.60 0.46
C4 0.21 1.94 0.18
H1 -2.07 -1.11 -1.26
H2 -2.26 0.60 -0.81
H3 -1.85 -0.62 0.44
H4 0.67 -2.01 -0.22
H5 2.42 -1.85 0.04
H6 1.37 -2.06 1.45
H7 0.09 2.41 -0.80
H8 -0.71 2.11 0.75
H9 1.04 2.40 0.71

Results
Multiplicity: 1
Energy relative to the best compared isomer or geometry (same formula, charge and spin): 1.671 eV
Gap between HOMO and LUMO: 10.711 eV
Molar mass: 87.1 g mol⁻¹
HOMO level: -9.7349 eV

---

The following is a quantum chemistry calculation of a gas-phase ion, C7H12 (charge -1), from the Open Molecules 2025 dataset.

Positions of all 19 atoms, in Å:
C1 0.20 -1.18 -2.05
C2 0.27 0.35 -2.04
C3 0.93 1.10 -0.87
C4 0.56 0.46 0.45
C5 -0.72 0.14 0.86
C6 -1.08 -0.28 2.19
C7 -0.52 -0.11 3.40
H1 0.81 -1.57 -1.24
H2 0.41 -1.57 -3.05
H3 -0.86 -1.45 -1.98
H4 -0.73 0.76 -2.20
H5 0.71 0.65 -3.02
H6 0.72 2.18 -0.89
H7 1.99 0.83 -0.97
H8 1.40 0.31 1.12
H9 -1.59 0.20 0.20
H10 -2.03 -0.83 2.26
H11 0.49 0.32 3.45
H12 -0.96 -0.30 4.36

Results
Multiplicity: 2
Expectation value of S²: 0.765
Energy relative to the best compared isomer or geometry (same formula, charge and spin): 0.496 eV
Gap between HOMO and LUMO (alpha / beta): 3.764 / 6.784 eV
Net charge: -1
Molar mass: 96.2 g mol⁻¹
HOMO level (alpha / beta): 0.3978 / -2.7077 eV

---

The following is a quantum chemistry calculation of 2 unconnected molecules or ions with the total composition C2H7NS2, from the Open Molecules 2025 dataset.

Positions of all 12 atoms, in Å:
S1 -1.28 1.59 -2.86
S2 -1.75 -0.31 -1.99
H1 -2.47 2.18 -2.63
H2 -0.94 -0.94 -2.96
C1 0.76 0.45 2.20
C2 0.95 -0.67 1.54
N1 0.73 -0.85 0.11
H3 0.23 1.21 1.66
H4 0.98 0.60 3.24
H5 1.09 -1.56 2.16
H6 0.72 0.13 -0.32
H7 0.97 -1.83 -0.18

Results
Multiplicity: 1
Energy relative to the best compared isomer or geometry (same formula, charge and spin): 1.851 eV
Gap between HOMO and LUMO: 8.066 eV
Molar mass: 109.2 g mol⁻¹
HOMO level: -7.9831 eV

---

The following is a quantum chemistry calculation of a molecular structure, C3H4INO2S, from the Open Molecules 2025 dataset.

Positions of all 12 atoms, in Å:
C1 -1.60 -2.20 -0.50
C2 0.49 0.37 0.00
C3 -2.19 -0.21 0.23
N1 -1.31 -3.24 -0.84
O1 -1.48 2.13 -0.41
O2 -1.27 0.47 -2.08
S1 -1.18 0.79 -0.73
I1 -4.18 0.01 0.22
H1 1.36 1.11 -0.38
H2 0.38 0.49 1.04
H3 0.81 -0.58 -0.50
H4 -1.70 -0.18 1.23

Results
Multiplicity: 1
Energy relative to the best compared isomer or geometry (same formula, charge and spin): 1.847 eV
Gap between HOMO and LUMO: 8.978 eV
Molar mass: 245.0 g mol⁻¹
HOMO level: -10.8470 eV

---

The following is a quantum chemistry calculation of a molecular structure, C44H61BrN6O2Sr, from the Open Molecules 2025 dataset.

Positions of all 115 atoms, in Å:
Sr1 0.78 0.77 -0.02
N1 0.88 2.23 -2.25
C1 2.13 1.46 -2.35
C2 3.25 1.92 -1.37
N2 2.99 1.99 0.07
C3 3.51 0.90 0.94
C4 3.12 -0.56 0.61
N3 1.98 -1.03 1.40
C5 3.40 3.26 0.67
C6 2.57 4.46 0.24
N4 1.15 4.15 0.31
H1 0.32 2.11 -3.08
H2 1.03 3.21 -2.05
H3 2.60 1.54 -3.33
H4 1.84 0.40 -2.27
H5 3.51 2.93 -1.70
H6 4.13 1.30 -1.59
H7 3.13 1.11 1.94
H8 4.61 0.96 0.98
H9 4.01 -1.18 0.74
H10 2.86 -0.69 -0.45
H11 2.07 -0.81 2.39
H12 1.85 -2.02 1.24
H13 4.46 3.46 0.47
H14 3.29 3.15 1.75
H15 2.82 4.77 -0.78
H16 2.87 5.29 0.89
H17 0.60 5.00 0.25
H18 0.91 3.69 1.18
C7 -2.28 4.05 -1.14
C8 -2.93 2.69 -1.36
C9 -4.18 2.82 -2.24
C10 -3.24 2.03 -0.03
C11 -4.15 2.66 0.83
C12 -4.44 2.13 2.07
C13 -3.82 0.97 2.48
C14 -2.92 0.30 1.66
C15 -2.31 -1.01 2.09
C16 -3.16 -2.16 1.53
C17 -2.15 -1.15 3.60
C18 -2.65 0.83 0.39
N5 -1.72 0.14 -0.45
C19 -2.23 -0.32 -1.54
C20 -1.62 -1.09 -2.60
C21 -2.46 -1.26 -3.72
C22 -2.19 -2.14 -4.74
C23 -1.06 -2.96 -4.59
C24 -0.23 -2.84 -3.51
C25 -0.38 -1.83 -2.51
N6 0.52 -1.63 -1.53
C26 1.47 -2.67 -1.35
C27 2.67 -2.77 -2.09
C28 3.61 -3.74 -1.76
C29 3.39 -4.63 -0.72
C30 2.19 -4.58 -0.04
C31 1.22 -3.63 -0.34
C32 -0.13 -3.68 0.35
C33 -1.06 -4.61 -0.44
C34 -0.06 -4.12 1.81
C35 2.97 -1.88 -3.29
C36 3.12 -2.67 -4.59
C37 4.25 -1.06 -3.06
H19 -2.00 4.51 -2.10
H20 -1.38 3.94 -0.54
H21 -2.95 4.73 -0.63
H22 -2.22 2.06 -1.90
H23 -4.91 3.50 -1.79
H24 -4.67 1.85 -2.37
H25 -3.92 3.21 -3.22
H26 -4.62 3.58 0.52
H27 -5.15 2.64 2.72
H28 -4.05 0.57 3.47
H29 -1.32 -1.08 1.64
H30 -4.19 -2.06 1.87
H31 -2.79 -3.13 1.88
H32 -3.16 -2.17 0.44
H33 -3.11 -1.24 4.10
H34 -1.62 -0.30 4.03
H35 -1.58 -2.05 3.83
H36 -3.30 -0.14 -1.72
H37 -3.37 -0.68 -3.75
H38 -2.85 -2.23 -5.59
H39 -0.86 -3.73 -5.32
H40 0.60 -3.53 -3.41
H41 4.53 -3.80 -2.32
H42 4.14 -5.37 -0.47
H43 2.00 -5.30 0.75
H44 -0.54 -2.67 0.30
H45 -0.66 -5.62 -0.46
H46 -1.18 -4.27 -1.47
H47 -2.05 -4.64 0.03
H48 0.24 -5.17 1.90
H49 -1.04 -4.03 2.27
H50 0.64 -3.52 2.39
H51 2.12 -1.20 -3.41
H52 3.96 -3.37 -4.52
H53 3.33 -1.99 -5.42
H54 2.23 -3.24 -4.83
H55 5.12 -1.71 -3.11
H56 4.26 -0.59 -2.07
H57 4.37 -0.29 -3.82
Br1 -3.52 4.91 4.37
C38 -2.27 3.56 4.87
C39 -2.20 3.18 6.19
C40 -1.26 2.22 6.56
C41 -0.40 1.69 5.62
C42 -0.49 2.08 4.29
C43 -1.45 3.02 3.90
C44 0.46 1.51 3.27
O1 1.40 0.81 3.66
O2 0.23 1.82 2.05
H58 -2.87 3.61 6.93
H59 -1.20 1.91 7.60
H60 0.35 0.96 5.89
H61 -1.53 3.30 2.86

Results
Multiplicity: 1
Energy relative to the best compared isomer or geometry (same formula, charge and spin): 0.715 eV
Gap between HOMO and LUMO: 6.896 eV
Molar mass: 873.5 g mol⁻¹
HOMO level: -6.8103 eV

---

The following is a quantum chemistry calculation of 7 unconnected molecules or ions with the total composition C41H83N2O13P, from the Open Molecules 2025 dataset.

Positions of all 140 atoms, in Å:
C1 -1.32 2.21 -2.53
C2 -1.21 1.24 -3.51
C3 -0.43 0.04 -3.39
C4 0.49 -0.08 -2.38
C5 1.27 -1.25 -2.21
C6 2.26 -1.39 -1.08
C7 3.46 -0.46 -1.20
C8 4.24 -0.58 -2.53
C9 5.77 -0.58 -2.33
O1 6.39 -1.80 -2.72
C10 1.11 -2.28 -3.09
C11 0.17 -2.21 -4.15
N1 0.04 -3.27 -4.98
C12 -0.84 -3.15 -5.96
P1 -1.11 -4.50 -7.18
C13 -2.04 -5.77 -6.22
C14 0.53 -5.27 -7.48
C15 1.22 -5.96 -6.29
C16 -1.62 -1.97 -6.10
N2 -1.54 -0.94 -5.29
C17 -0.61 -1.05 -4.31
H1 -0.86 3.18 -2.70
H2 -1.91 2.08 -1.63
H3 -1.75 1.40 -4.45
H4 0.61 0.76 -1.70
H5 1.74 -1.16 -0.14
H6 2.57 -2.43 -1.00
H7 4.16 -0.71 -0.40
H8 3.20 0.59 -1.03
H9 3.97 -1.49 -3.08
H10 4.00 0.28 -3.14
H11 6.03 -0.29 -1.31
H12 6.18 0.20 -2.97
H13 5.75 -2.51 -2.64
H14 1.69 -3.18 -2.98
H15 -1.38 -6.38 -5.60
H16 -2.77 -5.25 -5.61
H17 -2.53 -6.43 -6.93
H18 1.16 -4.52 -7.94
H19 0.31 -6.01 -8.25
H20 1.09 -7.05 -6.36
H21 2.30 -5.79 -6.33
H22 0.83 -5.65 -5.33
H23 -2.33 -1.91 -6.92
C18 -1.51 -3.41 3.89
O2 -2.47 -2.37 3.79
C19 -1.90 -1.07 3.85
C20 -1.69 -0.46 2.48
O3 -0.76 -1.19 1.70
C21 -1.37 -2.10 0.80
H24 -1.97 -4.32 3.50
H25 -0.62 -3.19 3.30
H26 -1.23 -3.57 4.93
H27 -0.96 -1.09 4.41
H28 -2.60 -0.44 4.41
H29 -1.29 0.55 2.61
H30 -2.65 -0.38 1.95
H31 -1.71 -1.57 -0.10
H32 -2.21 -2.63 1.25
H33 -0.61 -2.83 0.50
C22 7.42 -1.62 3.98
O4 6.99 -2.94 4.27
C23 5.62 -3.04 4.60
C24 4.76 -3.45 3.42
O5 4.78 -2.48 2.38
C25 5.69 -2.78 1.35
H34 8.35 -1.69 3.42
H35 6.68 -1.08 3.38
H36 7.60 -1.07 4.91
H37 5.26 -2.10 5.03
H38 5.53 -3.81 5.37
H39 3.72 -3.54 3.76
H40 5.07 -4.42 3.04
H41 5.26 -3.51 0.66
H42 6.64 -3.16 1.73
H43 5.88 -1.86 0.80
C26 7.27 3.17 -3.58
O6 6.18 3.29 -2.68
C27 6.59 3.36 -1.33
C28 6.67 4.79 -0.82
O7 7.65 5.56 -1.49
C29 7.13 6.35 -2.54
H44 6.92 3.46 -4.57
H45 8.11 3.81 -3.30
H46 7.61 2.12 -3.62
H47 7.55 2.85 -1.19
H48 5.85 2.83 -0.74
H49 6.96 4.76 0.24
H50 5.69 5.27 -0.89
H51 6.68 7.27 -2.14
H52 6.38 5.82 -3.13
H53 7.95 6.62 -3.20
C30 -4.20 -2.82 6.68
O8 -3.32 -2.53 7.76
C31 -3.11 -1.15 7.95
C32 -4.00 -0.55 9.02
O9 -5.37 -0.62 8.69
C33 -6.04 -1.73 9.26
H54 -4.57 -3.84 6.82
H55 -5.05 -2.14 6.66
H56 -3.66 -2.76 5.73
H57 -3.24 -0.60 7.01
H58 -2.06 -1.02 8.26
H59 -3.75 0.51 9.14
H60 -3.82 -1.04 9.99
H61 -6.31 -1.53 10.30
H62 -5.44 -2.64 9.21
H63 -6.96 -1.89 8.69
C34 -3.33 3.55 -6.30
O10 -3.85 3.80 -5.00
C35 -3.11 4.76 -4.27
C36 -3.72 6.15 -4.35
O11 -3.72 6.67 -5.67
C37 -4.95 6.49 -6.35
H64 -4.12 3.08 -6.88
H65 -3.02 4.47 -6.79
H66 -2.48 2.86 -6.24
H67 -2.07 4.78 -4.61
H68 -3.12 4.44 -3.23
H69 -3.12 6.83 -3.73
H70 -4.74 6.14 -3.94
H71 -5.67 7.26 -6.05
H72 -5.37 5.50 -6.17
H73 -4.75 6.60 -7.41
C38 -5.29 0.47 4.14
O12 -4.69 1.75 4.12
C39 -5.27 2.64 3.18
C40 -6.29 3.56 3.81
O13 -7.40 2.85 4.33
C41 -7.32 2.60 5.73
H74 -5.03 -0.01 5.08
H75 -6.38 0.52 4.06
H76 -4.90 -0.14 3.31
H77 -5.72 2.08 2.35
H78 -4.46 3.25 2.77
H79 -6.67 4.23 3.04
H80 -5.83 4.17 4.59
H81 -7.61 3.48 6.30
H82 -6.31 2.30 6.02
H83 -8.01 1.79 5.96

Results
Multiplicity: 1
Gap between HOMO and LUMO: 6.630 eV
Molar mass: 843.1 g mol⁻¹
HOMO level: -7.4359 eV